(a)
# C2H5N3OS

C2H5N3OS as an isolated structure (wB97M-V/def2-TZVPD, the Open Molecules 2025 dataset).

Cartesian coordinates (Å):
C 0.629 -0.927 0.225
C -2.208 0.748 0.087
H 2.190 1.844 -0.720
H 3.097 0.188 -0.682
H 1.478 -1.645 0.354
H -1.129 -1.476 1.382
H -1.109 1.476 0.442
N 2.274 0.800 -0.317
N 0.924 0.245 -0.300
N -0.668 -1.459 0.245
O -3.528 1.071 0.038
S -1.949 -0.863 -0.755

HOMO level   -9.0 eV



(b)
# C2H5N3OS

The molecule C2H5N3OS (wB97M-V/def2-TZVPD, the Open Molecules 2025 dataset).

Cartesian coordinates (Å):
H -0.751 -1.063 -2.268
N -0.943 -1.388 -1.276
C -0.294 -0.707 -0.483
C -0.760 -0.912 1.017
N -0.471 -0.247 2.023
O 0.630 0.606 1.762
N 0.143 0.696 -0.671
S 0.375 1.383 -2.061
H -1.559 -1.771 1.249
H 0.960 1.119 2.573
H 0.753 0.891 0.183
H 1.916 1.392 -2.050

HOMO level   -8.7 eV



Name the least stable of them. (a).



(a)
# C2H5N3OS

C2H5N3OS as an isolated structure (wB97M-V/def2-TZVPD, the Open Molecules 2025 dataset).

Cartesian coordinates (Å):
C -0.971 0.203 0.144
C 1.509 0.296 0.162
H -4.204 -1.000 -0.770
H -3.799 -0.267 0.922
H -1.910 -1.934 0.743
H -1.882 1.817 -0.030
H 1.426 1.314 0.451
N -3.330 -0.197 -0.217
N -2.035 -0.660 -0.149
N -0.943 1.495 -0.058
O 0.388 -0.442 0.316
S 3.012 -0.241 -0.170

HOMO level   -8.7 eV



(b)
# C2H5N3OS

A 2-piece molecular cluster, C2H5N3OS overall (wB97M-V/def2-TZVPD, the Open Molecules 2025 dataset).

Cartesian coordinates (Å):
H -0.768 -1.342 -1.126
N -0.577 -0.571 -0.466
C -1.480 0.202 -0.046
O -1.172 1.358 0.606
S -3.225 -0.066 -0.257
H -0.317 1.296 1.068
H -2.886 -1.037 -1.263
N 1.378 1.638 0.997
C 1.800 0.676 0.514
N 2.384 -0.357 0.029
H 2.953 -0.908 0.594
H 1.911 -0.888 -0.649

HOMO level   -9.5 eV



Name the least stable of them. (a).



(a)
# C2H5N3OS

The molecule C2H5N3OS (wB97M-V/def2-TZVPD, the Open Molecules 2025 dataset).

Cartesian coordinates (Å):
N 1.340 -0.227 -0.856
N 1.788 0.422 0.257
C 0.956 0.791 1.136
N -0.481 0.552 1.181
S -1.835 0.463 -0.019
C -1.568 -1.152 -0.682
O -2.291 -1.439 -1.642
H 1.906 0.073 -1.785
H 0.260 0.086 -1.161
H 1.377 1.319 1.919
H -0.859 0.884 2.166
H -0.593 -1.771 -0.513

HOMO level   -8.7 eV



(b)
# C2H5N3OS

The molecule C2H5N3OS (wB97M-V/def2-TZVPD, the Open Molecules 2025 dataset).

Cartesian coordinates (Å):
N -2.854 -0.623 -0.103
N -2.042 0.449 0.153
C -0.824 0.264 -0.154
O 0.030 1.356 -0.066
C 1.365 1.083 -0.018
N 1.793 -0.090 -0.090
S 3.504 -0.193 0.003
H -3.626 -0.596 0.572
H -2.405 -1.548 -0.093
H -0.368 -0.642 -0.586
H 1.984 2.020 0.057
H 3.444 -1.479 0.326

HOMO level   -8.6 eV



Name the least stable of them. (a).



(a)
# CH2N2OS

The molecule CH2N2OS (wB97M-V/def2-TZVPD, the Open Molecules 2025 dataset).

Cartesian coordinates (Å):
C 0.772 0.193 -0.027
N 0.106 -1.102 -0.063
N -1.081 -1.051 0.022
O -1.754 0.008 -0.028
S -0.599 1.460 -0.020
H 1.202 0.066 0.963
H 1.354 0.426 -0.846

HOMO level   -9.4 eV



(b)
# CH2N2OS

A 2-piece molecular cluster, CH2N2OS overall (wB97M-V/def2-TZVPD, the Open Molecules 2025 dataset).

Cartesian coordinates (Å):
O -0.404 -0.614 -1.707
N -0.654 -1.655 -1.108
S -0.054 -3.108 -1.366
H -1.327 -1.572 -0.316
C 0.721 0.916 0.640
N 0.057 0.016 0.845
H 1.337 1.749 0.432

HOMO level (alpha / beta)   -9.5 / -9.5 eV



Name the least stable of them. (a).



(a)
# H14O7

H14O7 as an isolated structure (wB97M-V/def2-TZVPD, the Open Molecules 2025 dataset).

Cartesian coordinates (Å):
O -0.994 1.144 1.918
H -1.810 1.228 2.410
H -1.008 1.876 1.302
O 1.850 -0.208 -1.256
H 1.135 0.406 -1.425
H 2.644 0.318 -1.349
O 1.162 0.594 2.138
H 1.102 -0.360 2.185
H 0.262 0.897 2.262
O -2.534 -2.463 -0.868
H -2.624 -1.527 -1.044
H -2.803 -2.887 -1.683
O -0.469 0.215 -0.226
H -0.747 0.627 0.592
H -1.282 0.070 -0.710
O 1.106 1.780 -1.101
H 0.526 1.192 -0.617
H 0.568 2.109 -1.821
O 1.205 -1.998 -0.423
H 1.449 -1.902 0.497
H 1.263 -1.111 -0.780

HOMO level   -8.4 eV



(b)
# H14O7

A 7-piece molecular cluster, H14O7 overall (wB97M-V/def2-TZVPD, the Open Molecules 2025 dataset).

Cartesian coordinates (Å):
O 0.354 0.052 -1.416
H -0.237 0.532 -0.825
H 0.259 -0.868 -1.147
O 0.655 -0.257 3.489
H 1.124 -1.040 3.180
H 0.738 -0.296 4.448
O -1.780 -1.967 -2.053
H -1.749 -2.566 -2.807
H -1.168 -2.357 -1.418
O 2.691 -1.332 -0.996
H 2.960 -1.735 -0.163
H 1.855 -0.900 -0.789
O -4.797 1.485 0.533
H -5.343 0.726 0.300
H -4.306 1.677 -0.273
O 0.854 -1.190 1.106
H 1.678 -0.695 1.176
H 0.169 -0.514 1.164
O 2.305 3.587 -0.956
H 1.677 3.142 -1.536
H 2.061 4.517 -1.017

HOMO level   -11.1 eV



(c)
# H14O7

A 7-piece molecular cluster, H14O7 overall (wB97M-V/def2-TZVPD, the Open Molecules 2025 dataset).

Cartesian coordinates (Å):
O -0.070 -0.053 -0.343
H -0.901 -0.024 -0.784
H -0.155 0.465 0.466
O -1.150 1.063 -2.955
H -1.299 1.649 -2.238
H -0.153 1.095 -3.005
O 1.539 1.351 -2.057
H 0.916 0.883 -1.449
H 2.194 0.647 -2.288
O 0.620 -1.946 1.339
H 0.474 -1.369 0.550
H -0.107 -2.559 1.281
O -2.464 -1.051 -1.557
H -1.772 -1.659 -1.401
H -2.081 -0.483 -2.264
O 1.369 -0.319 3.262
H 1.997 -0.697 3.945
H 1.402 -1.088 2.603
O -0.086 1.400 1.927
H 0.431 0.826 2.482
H -0.703 1.869 2.484

HOMO level   -11.5 eV



(d)
# H14O7

A 7-piece molecular cluster, H14O7 overall (wB97M-V/def2-TZVPD, the Open Molecules 2025 dataset).

Cartesian coordinates (Å):
O 0.213 -0.009 2.003
H 0.524 -0.831 1.564
H -0.745 -0.103 1.787
O -0.874 -1.274 -1.478
H -1.496 -1.422 -0.734
H -0.032 -1.501 -1.081
O -2.326 -0.436 0.925
H -2.426 0.391 0.367
H -3.325 -0.667 1.249
O 2.815 0.361 -0.661
H 2.142 1.010 -0.393
H 3.609 0.546 -0.176
O 0.880 2.054 0.364
H 0.715 1.435 1.159
H 0.002 2.065 -0.091
O -1.668 1.372 -1.143
H -1.979 1.809 -1.919
H -1.152 0.545 -1.398
O 1.332 -1.740 0.101
H 1.806 -2.590 -0.320
H 1.984 -1.015 -0.125

HOMO level   -10.8 eV



Name the least stable of them. (a).